49
Properties=species:S:1:pos:R:3:forces:R:3 method="wB97M-V/def2-TZVPD" orbital_gap_ev="6.367 / 6.037" de_lowest_kj_mol=48.8 energy_ev=-142724.1613 total_charge=-1 lumo_ha="0.0772 / 0.0771" fmax_ev_per_a=2.26 multiplicity=2
Ir 0.09075 -0.13747 0.18117 -0.83 0.74 1.97
N -3.63754 4.45457 5.42173 0.07 -0.03 -0.14
C -3.51337 3.31093 4.62532 0.07 0.03 -0.02
C -2.56881 2.33390 4.93734 -0.03 0.02 0.05
C -2.40486 1.22908 4.12093 0.06 0.02 -0.02
C -3.18559 1.09534 2.98093 0.02 -0.02 -0.10
C -4.13289 2.05905 2.65751 0.01 -0.07 0.10
C -4.29258 3.16318 3.47618 -0.02 0.01 0.03
S -2.98717 -0.37125 2.00659 -0.20 -0.25 0.06
O -2.32575 -1.31771 2.84354 0.33 -0.14 0.04
O -4.27250 -0.74701 1.47953 0.04 0.37 -0.19
N -1.96620 0.01816 0.77114 0.01 0.07 -0.19
C -2.42201 0.71719 -0.29253 -0.31 -0.01 0.07
N -1.53133 0.71005 -1.31812 0.59 -0.20 0.40
C -1.85472 1.34325 -2.43265 0.26 -0.09 0.00
C -3.05432 2.01475 -2.57441 0.00 0.02 -0.06
C -3.87598 2.01776 -1.45610 0.00 -0.10 0.12
N -3.58981 1.38167 -0.33405 0.10 0.04 -0.01
H -3.29720 4.35932 6.36305 -0.04 -0.01 0.05
H -4.52571 4.92278 5.36603 -0.05 -0.01 0.05
H -1.96322 2.44355 5.83095 0.02 -0.01 -0.06
H -1.67973 0.45934 4.35661 0.01 0.07 -0.04
H -4.73546 1.92088 1.77273 -0.03 0.02 -0.01
H -5.03218 3.92058 3.23554 0.02 -0.03 -0.02
H -1.12474 1.30438 -3.23418 0.01 0.03 0.01
H -3.32046 2.52016 -3.49112 0.01 0.01 0.03
H -4.80941 2.57515 -1.45379 -0.01 -0.05 -0.05
Cl -0.12901 -4.74101 -1.74231 -0.02 -0.07 -0.03
C 1.04609 -3.50863 -2.02722 0.24 -0.04 -0.20
C 2.08506 -3.72583 -2.94008 -0.11 -0.04 0.09
C 3.01171 -2.75391 -3.20222 0.14 -0.05 -0.10
Cl 4.27759 -3.08076 -4.36214 0.01 0.03 -0.02
C 2.96757 -1.50357 -2.55361 -0.23 -0.21 0.17
C 3.83537 -0.41810 -2.78485 -0.03 0.05 0.01
C 3.62304 0.74433 -2.10541 0.27 0.13 -0.14
C 2.59636 0.83739 -1.15672 0.11 0.52 0.42
N 1.80920 -0.17026 -0.88285 -0.41 -0.18 -0.23
C 1.93841 -1.31999 -1.60337 0.30 -0.38 -0.16
C 0.93180 -2.30325 -1.34493 -0.02 0.04 0.17
O -0.01592 -2.02695 -0.52164 -0.34 -0.29 -0.11
H 2.15358 -4.67626 -3.45259 -0.05 0.01 0.03
H 4.63664 -0.50425 -3.50557 -0.02 -0.04 -0.01
H 4.25254 1.60264 -2.29777 -0.05 0.04 0.11
H 2.39222 1.74609 -0.60493 0.08 0.00 0.03
Se 0.91902 -0.95255 2.44818 0.09 0.39 -1.62
O 0.77913 1.87764 2.96005 -0.08 -0.20 -0.26
C 0.38925 2.38925 1.92373 0.17 0.07 0.29
O 0.20812 1.87667 0.75418 -0.14 -0.25 -0.31
H 0.16763 3.47461 1.94562 -0.06 0.04 -0.23

41
Properties=species:S:1:pos:R:3:forces:R:3 method="wB97M-V/def2-TZVPD" orbital_gap_ev=8.189 de_lowest_kj_mol=1392.2 energy_ev=-44087.6769 total_charge=0 lumo_ha=-0.0151 fmax_ev_per_a=15.42
O -5.53131 -2.41438 -1.08006 2.79 -0.28 0.32
C -4.56208 -1.72609 -0.68452 -5.36 1.53 -1.03
N -3.29244 -2.13242 -0.53985 -9.48 -5.61 -3.72
N -2.35296 -1.54031 -0.11673 9.11 2.08 1.74
C -1.23374 -2.22357 -0.14564 -0.65 12.17 3.92
C -0.17564 -1.37271 0.52772 -4.06 3.11 -0.13
C -0.33392 -0.06282 0.98543 -0.63 3.61 -1.80
C 0.82918 0.78307 1.16115 -2.12 1.45 2.28
C 2.03387 0.17092 1.30912 4.10 -2.86 0.94
C 2.25842 -1.23337 1.02855 -1.85 2.36 0.23
C 1.06175 -1.70657 0.60926 5.40 -10.09 -2.05
H 1.14466 -2.84931 0.22927 0.40 2.07 0.70
O 3.42930 -2.05976 1.05546 -1.50 3.77 0.17
C 4.62174 -1.29398 0.83449 -0.51 -7.55 1.67
O 5.59353 -1.96494 1.00347 1.00 0.70 0.80
C 4.56223 -0.16189 0.09920 0.19 4.31 -5.05
C 4.00941 -0.15693 -1.19311 0.97 6.02 0.18
C 4.03897 1.12554 -1.89498 2.28 4.10 -3.66
C 4.95129 2.32971 -1.56055 -2.24 -13.23 7.59
C 5.50527 2.13693 -0.18333 0.32 2.99 -5.76
C 5.38866 0.91237 0.33156 1.84 -0.14 7.79
H 5.85508 0.88685 1.50546 -1.00 -0.24 -3.30
H 6.14647 3.01042 0.11945 -0.67 -1.48 0.53
H 4.85741 3.18580 -1.89327 -0.74 8.02 -4.08
H 3.55568 1.43414 -3.16013 1.13 -1.94 4.31
Cl 3.14132 -1.28295 -1.91279 -2.06 -3.42 -1.63
H 2.94493 0.50675 1.78763 -0.31 1.66 -0.13
H 0.78626 1.96127 1.53231 -0.28 -3.41 -1.25
H -1.28709 0.50252 0.83318 0.69 -0.81 0.54
H -1.05442 -3.13677 -0.18057 0.90 -8.46 -1.16
H -3.31290 -3.08862 -0.84978 0.79 -1.06 -0.11
C -4.97269 -0.33803 -0.38479 6.72 0.17 6.23
C -5.80570 0.50313 -0.97233 -0.78 -6.47 -4.53
C -6.09763 1.63958 -0.62109 -3.86 12.21 2.78
C -5.44142 2.17892 0.52385 -0.81 5.65 0.58
N -4.54340 1.70859 1.28125 1.04 -6.68 -2.37
C -4.33516 0.26654 0.70201 1.92 0.78 6.72
H -3.70401 -0.28699 1.78159 -1.75 1.20 -4.28
H -5.56152 3.30712 0.87847 -0.76 -2.03 -1.34
H -6.87459 2.52589 -1.05048 2.06 -3.30 0.63
H -6.24283 -0.04364 -1.69586 -2.20 -0.89 -3.29

50
Properties=species:S:1:pos:R:3:forces:R:3 method="wB97M-V/def2-TZVPD" orbital_gap_ev=5.319 de_lowest_kj_mol=163.8 energy_ev=-321358.9072 total_charge=-1 lumo_ha=0.0344 fmax_ev_per_a=1.08
Ta -1.83465 0.68508 -0.07813 -0.67 -0.63 0.08
O -3.69420 -1.67176 2.79455 -0.07 -0.04 0.05
C -3.18121 -0.77434 2.18267 0.14 0.22 -0.20
O -2.56924 -0.85493 1.02375 0.06 0.05 0.01
C -3.10253 0.63912 2.72087 0.11 0.07 0.10
C -3.52463 1.09547 3.95225 -0.01 -0.06 0.03
C -3.18173 2.39226 4.31859 0.01 0.03 -0.01
C -2.40178 3.18126 3.47890 0.10 0.00 0.08
C -2.04701 2.65563 2.25459 0.32 0.26 -0.56
N -2.43762 1.44087 1.90046 -0.35 0.04 0.42
C -1.11995 3.22642 1.15328 -0.55 -0.47 0.80
O -0.19054 3.93504 1.42069 -0.05 0.46 -0.19
O -1.45328 2.70144 0.00079 0.39 -0.11 -0.26
H -4.07605 0.43195 4.60295 0.00 0.01 0.00
H -3.49465 2.77945 5.27961 0.00 0.00 0.00
H -2.05766 4.16534 3.76346 -0.01 -0.01 0.01
I 5.41585 1.91093 3.18449 -0.01 -0.01 -0.01
C 3.59597 1.37768 2.30724 -0.01 0.01 -0.07
C 2.74509 0.51469 2.96912 -0.03 -0.02 -0.02
C 1.53257 0.19159 2.37429 0.16 -0.05 0.19
I 0.23492 -1.09066 3.37667 -0.04 0.01 -0.01
C 1.17157 0.70602 1.13411 -0.25 0.25 0.20
O -0.06464 0.49587 0.67639 0.22 -0.37 -0.58
C 2.06959 1.52319 0.44050 0.16 0.22 0.09
C 1.81340 1.94346 -0.98537 0.00 -0.06 0.05
N 1.86166 0.75559 -1.82033 0.15 0.12 0.06
C 3.14853 0.08752 -1.76146 -0.06 -0.03 -0.02
C 3.14323 -1.17666 -0.92614 -0.11 0.00 0.03
C 4.34821 -1.71478 -0.47986 -0.01 0.01 0.10
C 4.32757 -2.86510 0.28406 0.02 0.00 0.02
C 3.10580 -3.45200 0.58590 0.07 -0.04 0.01
C 1.96280 -2.86611 0.08101 -0.04 0.10 -0.15
N 1.97493 -1.75454 -0.65959 -0.04 -0.14 -0.11
C 3.26346 1.87083 1.05318 0.05 -0.15 0.01
H 3.00368 0.10412 3.93448 0.00 0.00 0.00
H 2.58879 2.67928 -1.25304 -0.05 0.05 0.01
H 0.84638 2.43874 -1.08027 -0.03 -0.06 -0.04
H 1.57927 0.91640 -2.77811 -0.04 0.00 -0.04
H 3.91376 0.75387 -1.34271 0.08 -0.02 -0.07
H 3.48068 -0.17795 -2.76825 -0.12 -0.03 0.00
H 5.28105 -1.22295 -0.72743 0.01 0.00 0.00
H 5.25178 -3.30161 0.64231 0.00 0.00 0.01
H 3.04139 -4.35662 1.17430 0.00 0.00 0.03
H 0.98807 -3.30973 0.25113 -0.01 0.00 0.00
H 3.95352 2.51197 0.52017 0.00 0.02 0.02
Se 1.66179 -1.01092 -4.71849 -0.15 -0.09 -0.11
Sb 0.16758 -2.12156 -3.20853 0.22 0.16 0.21
Se -3.92061 1.00568 -1.29077 0.03 0.30 0.17
Se -2.07878 -0.61044 -2.20926 0.46 -0.04 -0.38
Se 0.33179 -4.49053 -3.23182 -0.04 0.06 0.07

42
Properties=species:S:1:pos:R:3:forces:R:3 method="wB97M-V/def2-TZVPD" orbital_gap_ev="6.022 / 6.071" energy_ev=-36634.7970 total_charge=0 lumo_ha="-0.0711 / -0.0686" fmax_ev_per_a=3.31
Rh -0.54792 -0.26415 0.21795 1.61 -2.04 -0.35
O -2.00482 -1.39909 -0.30968 -1.47 -0.74 0.54
C -2.44658 -1.70591 -1.48179 0.93 0.56 -0.71
C -3.41652 -2.71930 -1.57426 -0.37 -0.45 -0.46
C -3.97321 -3.07835 -2.78396 0.42 0.35 0.78
C -3.59941 -2.39630 -3.94412 0.28 0.46 -0.51
C -2.63914 -1.41009 -3.89979 -0.17 -0.37 -0.04
C -1.97632 -1.06375 -2.70113 -0.88 -0.85 0.97
C -0.88921 -0.18144 -2.73205 1.62 0.52 1.48
N -0.12608 0.14099 -1.66422 -3.05 -1.15 -0.37
N 0.89023 0.95049 -1.81133 2.88 1.45 -0.44
C 1.39065 1.40180 -0.66299 -2.98 -1.32 -0.55
O 0.68727 1.19362 0.43357 1.76 0.90 0.45
C 2.57976 2.19958 -0.59890 1.32 1.00 0.24
C 3.37095 2.46189 -1.72855 -0.54 -0.28 0.42
C 4.48269 3.26775 -1.61316 0.24 0.23 0.13
C 4.82548 3.82766 -0.38601 -0.15 -0.11 -0.01
C 4.06101 3.55269 0.74077 0.31 0.19 -0.07
C 2.95488 2.74324 0.64236 -0.46 -0.47 -0.52
H -3.68522 -3.21986 -0.65746 -0.05 -0.03 0.10
H -4.69195 -3.88158 -2.83222 -0.11 -0.04 0.02
H -4.05768 -2.65651 -4.88752 0.00 0.04 -0.05
H -2.35507 -0.89772 -4.80609 0.08 0.03 -0.17
H -0.56594 0.22597 -3.68294 0.05 0.16 0.00
H 3.08910 2.01705 -2.66998 0.00 0.00 -0.11
H 5.09359 3.47021 -2.48025 0.03 0.01 -0.08
H 5.68581 4.47439 -0.30162 0.10 0.02 -0.04
H 4.33170 3.97090 1.69882 0.06 0.05 0.06
H 2.35522 2.49980 1.50533 -0.04 0.06 0.08
O 1.24035 -3.31277 2.53431 0.02 0.07 -0.16
C 0.69674 -2.37545 1.98014 -0.52 0.05 1.57
O 0.79892 -2.04649 0.76457 -1.08 2.06 -1.93
C -0.21609 -1.47409 2.84634 0.27 -0.38 -0.04
C -0.32034 -1.71990 4.20866 0.02 0.08 -0.08
C -1.12474 -0.90466 4.98180 -0.05 0.16 -0.30
C -1.79931 0.13963 4.35605 0.09 -0.13 -0.02
C -1.64981 0.32245 2.99363 -0.17 0.14 0.11
N -0.87756 -0.47316 2.25291 0.05 -0.21 0.01
H 0.24857 -2.54113 4.61953 0.00 -0.04 -0.06
H -1.22464 -1.07015 6.04533 -0.01 0.01 0.02
H -2.43441 0.80514 4.91426 -0.10 0.12 0.06
H -2.16093 1.12660 2.47370 0.07 -0.10 0.03

48
Properties=species:S:1:pos:R:3:forces:R:3 method="wB97M-V/def2-TZVPD" orbital_gap_ev=7.048 de_lowest_kj_mol=0.0 energy_ev=-45089.5290 total_charge=+1 lumo_ha=-0.1782 fmax_ev_per_a=2.41
Au -1.30345 0.31643 -0.25909 0.58 -1.46 -0.86
C 1.69579 -1.36602 -2.68033 -0.06 -0.70 -0.78
C 0.50959 -0.65871 -2.13333 0.06 -0.77 -0.09
N 0.00191 -0.96458 -0.98298 -0.97 0.21 -0.49
N 0.41204 -1.94702 -0.15753 0.28 -0.34 0.40
C -0.15220 -1.82255 1.02118 0.06 -0.02 -0.41
O -0.98446 -0.84340 1.31326 -0.63 -0.05 0.47
C 0.14309 -2.78196 2.08404 -0.03 0.10 0.12
C -0.58303 -2.72318 3.27380 0.03 -0.01 -0.01
C -0.30269 -3.61958 4.28993 -0.01 0.01 -0.03
C 0.70145 -4.56318 4.12258 0.01 -0.02 0.01
C 1.42761 -4.61939 2.93862 0.00 0.00 0.00
C 1.15069 -3.73289 1.91535 -0.01 -0.01 -0.01
C -0.16375 0.46389 -2.81484 -0.34 -0.17 -0.14
C 0.14868 0.92500 -4.07218 -0.07 -0.05 -0.14
C -0.59913 1.96787 -4.61435 -0.01 -0.08 -0.02
C -1.64218 2.52031 -3.89448 0.01 -0.04 0.03
C -1.90576 2.03868 -2.62066 0.15 -0.04 -0.19
N -1.17406 1.05048 -2.11620 -0.41 0.18 -0.42
H 1.82579 -2.31967 -2.17783 -0.08 -0.06 -0.02
H 2.57933 -0.74822 -2.49126 -0.38 -0.79 -0.58
H 1.59575 -1.52571 -3.75269 -0.13 -0.14 -0.04
H -1.35925 -1.98058 3.38963 0.01 0.01 0.02
H -0.86528 -3.58056 5.21233 0.00 -0.01 0.00
H 0.92159 -5.26063 4.91994 0.00 0.00 0.00
H 2.21153 -5.35410 2.81671 -0.01 -0.01 0.00
H 1.70588 -3.76815 0.98858 0.00 0.00 0.00
H 0.96351 0.48228 -4.62575 0.01 -0.01 0.03
H -0.36225 2.33790 -5.60257 0.00 0.00 0.00
H -2.24723 3.31919 -4.29699 0.00 0.01 0.00
H -2.68087 2.43630 -1.97978 -0.02 -0.01 0.04
F 1.01016 2.85564 -2.16551 0.22 0.26 0.09
C 0.92416 2.39889 -0.91088 0.43 0.04 0.18
C 0.10386 2.96715 -0.02689 0.15 0.29 0.38
N -0.05614 2.48246 1.25100 0.35 0.51 -0.06
C -1.18830 2.95850 2.03683 0.02 -0.17 -0.02
C -2.50566 2.53849 1.41057 -0.12 -0.21 -0.13
O -3.54532 2.91171 1.86339 0.03 -0.05 -0.10
O -2.40284 1.84415 0.26549 -1.31 0.42 0.34
C 0.67718 1.40031 1.71298 0.08 -0.02 0.56
O 0.55132 0.92747 2.81352 0.23 0.25 -0.19
N 1.53981 0.85796 0.76406 0.26 0.11 -0.40
C 1.67616 1.19976 -0.57798 0.28 0.92 1.02
O 2.31863 0.52722 -1.35304 0.94 1.86 1.21
H -0.50070 3.82258 -0.29927 0.02 0.01 0.04
H -1.19468 4.04654 2.08867 0.14 -0.01 0.12
H -1.13277 2.53746 3.03731 0.15 0.10 0.02
H 2.05648 0.04542 1.07666 0.05 -0.03 0.02

44
Properties=species:S:1:pos:R:3:forces:R:3 method="wB97M-V/def2-TZVPD" orbital_gap_ev=8.128 energy_ev=-171140.4150 total_charge=0 lumo_ha=-0.0070 fmax_ev_per_a=1.55 smiles="Cc1nn(Cc2ccc(C(=O)Nc3ccc(Br)c4cccnc34)o2)c(C)c1Br"
C -2.94240 -0.12890 1.97071 -0.01 0.04 0.15
C -1.86623 0.79983 1.54916 0.11 0.31 -0.35
N -0.72186 0.92455 2.19373 -0.03 -0.56 0.68
N -0.02195 1.88264 1.57880 -0.47 0.05 -0.39
C -0.68514 2.39891 0.51939 -0.41 -0.09 -0.11
C -1.88402 1.71158 0.47674 0.14 0.28 -0.08
Br -3.26656 1.96031 -0.78086 0.19 -0.04 0.20
C -0.16300 3.48208 -0.34571 0.05 -0.04 -0.03
H -0.93036 3.78221 -1.05529 -0.03 0.04 0.00
H 0.71521 3.14571 -0.89679 0.02 0.06 -0.04
H 0.12125 4.34792 0.25180 0.04 0.11 -0.03
C 1.25622 2.28520 2.11340 0.39 -0.20 -0.03
C 2.38150 2.03382 1.16442 0.06 0.92 -0.12
C 3.15960 2.89299 0.43721 -0.43 -0.40 0.46
C 4.07389 2.09060 -0.27407 0.02 -0.99 0.10
C 3.77509 0.79244 0.05369 0.79 1.31 -0.21
C 4.47073 -0.43406 -0.35258 0.00 -0.19 0.13
O 5.61819 -0.42411 -0.74869 -0.03 0.20 -0.05
N 3.80950 -1.61911 -0.16315 0.37 -0.44 0.01
C 2.44797 -1.88083 -0.06251 -0.56 -0.36 0.23
C 2.01897 -2.95849 0.68073 0.34 0.46 -0.25
C 0.66764 -3.30129 0.74928 -0.52 0.10 -0.22
C -0.26290 -2.56628 0.06557 -0.06 -0.39 0.27
C 0.11159 -1.45662 -0.71892 0.36 0.08 0.01
C -0.78723 -0.67202 -1.46916 0.04 0.23 -0.24
C -0.31180 0.35182 -2.24220 -0.13 -0.30 0.16
C 1.07317 0.57834 -2.27028 0.06 0.02 0.01
N 1.93038 -0.11847 -1.57937 0.25 0.01 -0.35
C 1.49340 -1.11596 -0.79372 -0.61 -0.41 0.06
H 1.49637 1.35923 -2.88934 -0.03 0.12 -0.11
H -0.97790 0.96790 -2.82462 -0.08 0.07 -0.04
H -1.84447 -0.89255 -1.43291 -0.04 0.03 0.02
Br -2.08371 -3.11529 0.14099 0.14 -0.01 -0.01
H 0.36199 -4.15243 1.33805 -0.05 -0.05 0.02
H 2.74027 -3.55648 1.21711 0.10 -0.01 0.08
H 4.41471 -2.43004 -0.21750 -0.03 0.23 -0.06
O 2.75388 0.76140 0.93748 -0.01 -0.29 0.24
H 4.84454 2.40771 -0.94466 0.21 -0.01 -0.14
H 3.09495 3.96196 0.42540 -0.09 0.24 0.05
H 1.39005 1.69319 3.02308 -0.06 0.17 -0.07
H 1.23303 3.34998 2.36684 0.07 -0.14 0.00
H -3.67173 0.40409 2.58147 -0.08 -0.01 0.02
H -2.52391 -0.93731 2.56251 -0.01 -0.10 0.01
H -3.46060 -0.53545 1.10496 -0.01 -0.05 0.02